Record 1
This record from OMol25 describes a molecular structure, CH2N2O2S2 in a non-equilibrium geometry. The level of theory is wB97M-V/def2-TZVPD.

Each line ends with the Mulliken charge.
Atoms and positions in Å:
C (-1.3628, 0.8497, 0.2277)  0.68
N (0.5586, 1.0152, 0.9148)  -0.38
N (-1.6411, 0.6936, -0.9397)  -0.49
O (1.7728, -0.4040, -0.6934)  -0.46
O (-0.1540, -1.3760, 0.6279)  -0.56
S (-0.8578, 1.1120, 1.7219)  -0.09
S (1.0545, -0.5955, 0.7714)  0.62
H (1.8049, -1.3238, -1.0892)  0.35
H (-1.1750, 0.0288, -1.5415)  0.34

Values from the calculation:
Net charge   0
Kohn-Sham gap   8.9 eV
E_HOMO   -9.0 eV



Record 2
This record from OMol25 describes 8 unconnected molecules or ions with the total composition C29H47F9N3O30S8 in a non-equilibrium geometry. The level of theory is wB97M-V/def2-TZVPD.

Each line ends with the Mulliken charge.
Atoms and positions in Å:
C (1.0260, -3.0027, 1.7937)  -1.47
C (0.3666, -3.9352, 0.7687)  -0.43
C (0.9681, -3.8242, -0.6308)  1.53
C (0.6860, -2.4411, -1.2645)  -1.06
C (-0.2867, -2.4028, -2.4524)  -1.01
C (-1.7043, -2.8504, -2.0469)  0.74
C (-2.8564, -1.8649, -2.3035)  -0.96
S (-3.3921, -1.1322, -0.7376)  -0.11
C (-2.6293, 0.4253, -0.7185)  0.65
N (-2.1920, 1.0483, 0.3186)  -0.49
N (-1.8321, 2.3219, -0.1227)  -0.26
C (-2.0485, 2.3390, -1.3828)  -0.13
O (-2.5490, 1.1678, -1.8491)  -0.27
C (0.6637, -4.9679, -1.5852)  -0.96
O (1.6680, -4.7498, -2.5990)  -0.24
C (2.8568, -4.6585, -1.9038)  -0.19
C (4.0395, -4.0496, -2.6892)  0.28
F (3.9118, -4.5853, -3.9227)  -0.24
F (5.1607, -4.5231, -2.1024)  -0.29
C (4.1159, -2.5054, -2.8113)  0.83
F (3.9863, -1.9724, -1.5580)  -0.40
F (3.0384, -2.1411, -3.5370)  -0.27
C (5.3944, -1.9027, -3.4839)  0.51
F (5.8296, -2.7449, -4.4398)  -0.30
F (5.0174, -0.7422, -4.0592)  -0.27
C (6.5754, -1.5575, -2.5098)  0.66
F (6.7178, -2.4936, -1.5594)  -0.23
F (6.3413, -0.3791, -1.9203)  -0.22
F (7.6979, -1.4844, -3.2162)  -0.24
N (2.4793, -4.1215, -0.5225)  0.14
H (1.9137, -3.4494, 2.2510)  0.36
H (1.3249, -2.0470, 1.3508)  0.43
H (0.3174, -2.7568, 2.5851)  0.39
H (0.4621, -4.9687, 1.1246)  0.68
H (-0.7044, -3.7349, 0.7141)  -0.15
H (0.2646, -1.7956, -0.4890)  0.66
H (1.6156, -1.9585, -1.5769)  0.23
H (-0.3124, -1.3624, -2.7931)  0.92
H (0.0681, -2.9865, -3.3029)  0.11
H (-1.9621, -3.7964, -2.5330)  -0.48
H (-1.7011, -3.0621, -0.9746)  -0.37
H (-3.7117, -2.4249, -2.6808)  0.43
H (-2.6006, -1.0699, -3.0052)  0.55
H (-1.9378, 3.1615, -2.0745)  0.55
H (-0.3375, -5.0052, -1.9998)  -0.24
H (0.8431, -5.9468, -1.1159)  0.33
H (3.2238, -5.6797, -1.7137)  0.24
H (2.5133, -4.9532, 0.0707)  0.61
H (3.0633, -3.4186, -0.0688)  0.55
C (3.6417, 6.0570, -0.7293)  -0.25
C (3.6891, 4.5959, -0.3317)  -0.29
O (3.1215, 4.5840, 0.9889)  -0.31
S (1.9778, 5.6946, 1.0948)  1.05
O (0.7135, 5.0923, 0.8772)  -0.47
O (2.2278, 6.4833, 2.2502)  -0.56
O (2.3846, 6.5134, -0.2105)  -0.25
H (4.4450, 6.6324, -0.2664)  0.30
H (3.6531, 6.2012, -1.8063)  0.23
H (4.7007, 4.2000, -0.2858)  0.33
H (3.0719, 3.9819, -0.9898)  0.23
C (2.1649, -6.6126, -5.7081)  0.33
C (2.4347, -6.4137, -7.1888)  -0.42
O (1.5739, -7.3903, -7.8176)  -0.32
S (0.2243, -7.5325, -6.9780)  1.10
O (-0.7930, -6.7029, -7.5137)  -0.55
O (-0.0174, -8.9016, -6.6953)  -0.55
O (0.7611, -6.8378, -5.6482)  -0.19
H (2.6907, -7.4897, -5.3239)  0.24
H (2.3843, -5.7568, -5.0805)  -0.31
H (3.4658, -6.6067, -7.4678)  0.35
H (2.1383, -5.4203, -7.5287)  0.36
C (0.9865, 7.6213, -3.7307)  -0.35
C (-0.1026, 7.2188, -4.7054)  -0.40
O (-0.1240, 5.7815, -4.6123)  -0.33
S (0.2160, 5.3284, -3.1269)  1.16
O (-0.9850, 5.0898, -2.4071)  -0.59
O (1.2418, 4.3454, -3.1769)  -0.58
O (0.8144, 6.7137, -2.6277)  -0.20
H (1.9822, 7.4768, -4.1530)  0.29
H (0.8814, 8.6401, -3.3702)  0.33
H (0.1108, 7.5041, -5.7307)  0.32
H (-1.0782, 7.6041, -4.4069)  0.30
C (-0.7159, 6.8109, 4.8436)  -0.28
C (0.5196, 6.0166, 5.2109)  -0.21
O (0.6005, 6.1487, 6.6417)  -0.34
S (-0.8647, 6.2120, 7.2630)  1.07
O (-1.2582, 4.9300, 7.7241)  -0.57
O (-0.9311, 7.3390, 8.1255)  -0.46
O (-1.6413, 6.5185, 5.9058)  -0.33
H (-0.5187, 7.8837, 4.8330)  0.30
H (-1.1508, 6.5059, 3.8965)  0.30
H (1.4245, 6.4059, 4.7557)  0.23
H (0.4055, 4.9600, 4.9637)  0.28
C (-5.1840, -1.9095, 3.2849)  -0.36
C (-4.9636, -3.0402, 4.2703)  -0.41
O (-4.7256, -4.1836, 3.4271)  -0.31
S (-3.9644, -3.7386, 2.1063)  1.11
O (-2.5631, -3.9596, 2.2546)  -0.55
O (-4.6507, -4.2567, 0.9797)  -0.54
O (-4.2297, -2.1771, 2.2417)  -0.21
H (-6.1861, -1.9308, 2.8556)  0.31
H (-4.9822, -0.9295, 3.7069)  0.31
H (-5.8264, -3.2379, 4.8985)  0.32
H (-4.0825, -2.8724, 4.8909)  0.28
C (-2.3610, 10.5503, 10.2087)  -0.29
C (-2.2660, 9.0778, 10.5500)  -0.26
O (-2.8446, 8.9978, 11.8641)  -0.31
S (-4.0184, 10.0673, 12.0122)  1.09
O (-5.2730, 9.4528, 11.7640)  -0.54
O (-3.7938, 10.8124, 13.1975)  -0.53
O (-3.6363, 10.9477, 10.7333)  -0.32
H (-1.5814, 11.1326, 10.7027)  0.29
H (-2.3399, 10.7380, 9.1392)  0.29
H (-1.2456, 8.7104, 10.5816)  0.30
H (-2.8516, 8.4641, 9.8657)  0.27
C (-2.4210, -7.6721, -4.2184)  0.02
C (-2.9008, -8.6558, -3.1735)  -0.48
O (-2.4102, -8.0858, -1.9389)  -0.34
S (-2.4245, -6.4973, -2.0221)  1.08
O (-3.5817, -5.9715, -1.3992)  -0.58
O (-1.1306, -6.0202, -1.6532)  -0.42
O (-2.5959, -6.3839, -3.5974)  -0.33
H (-1.3614, -7.7985, -4.4413)  -0.06
H (-2.9961, -7.7068, -5.1388)  0.42
H (-2.4794, -9.6485, -3.2962)  0.36
H (-3.9887, -8.7160, -3.1334)  0.31

Values from the calculation:
Net charge   +1
Kohn-Sham gap   8.1 eV
E_HOMO   -10.7 eV



Record 3
This record from OMol25 describes a molecular structure, C11H11NS in a non-equilibrium geometry. The level of theory is wB97M-V/def2-TZVPD.

Each line ends with the Mulliken charge.
Atoms and positions in Å:
C (-2.4498, -0.8911, -0.5928)  -0.51
C (-2.8443, 0.3105, -0.1095)  -0.58
C (-1.1569, -1.2404, -0.8090)  -0.60
C (-1.9796, 1.4265, -0.0919)  -0.55
C (1.5301, 2.1162, -0.5467)  -0.07
C (-0.0896, -0.5311, -0.2398)  1.22
C (-0.5615, 1.3410, 0.0945)  0.86
C (-0.1355, 0.2377, 0.9805)  -0.05
C (1.2272, -0.7036, -0.6640)  0.08
C (0.9253, 0.4075, 2.0477)  -1.47
C (1.8309, -2.0482, -0.6915)  -1.40
N (0.2706, 2.3172, -0.3453)  -0.68
S (2.3699, 0.6148, -0.5509)  -0.17
H (-3.1717, -1.5957, -0.8173)  0.46
H (-3.9457, 0.4296, -0.0730)  0.31
H (-0.9417, -1.9448, -1.5890)  0.31
H (-2.4740, 2.3349, 0.0845)  0.38
H (2.1024, 3.1202, -0.6936)  0.29
H (1.8094, 0.9824, 1.7244)  0.35
H (1.3260, -0.5181, 2.3943)  0.32
H (0.3922, 0.9133, 2.7808)  0.41
H (1.2772, -2.6192, -1.4049)  0.35
H (1.8723, -2.5685, 0.2367)  0.29
H (2.8169, -1.8908, -1.1243)  0.45

Values from the calculation:
Net charge   0
Kohn-Sham gap (alpha / beta)   7.0 / 7.2 eV
E_HOMO (alpha / beta)   -7.0 / -7.4 eV



Number 1: calculated total energy -29810.920 eV. Number 2: calculated total energy -207854.512 eV. Number 3: calculated total energy -23905.266 eV.